1.
Entry from the OMol25 dataset: an isolated molecule of C5H7N at a distorted geometry (ωB97M-V/def2-TZVPD).

The calculation puts the electronic energy at -6786.47179 eV. The value obtained for the frontier orbital gap is 10.826 eV. The value obtained for the energy above the lowest of the compared OMol25 structures with the same formula, charge and spin is 47.06 kcal/mol. As for the structure (SMILES): C=C[C@@H](C)C#N.

ORCA input file:
```
! RIJCOSX wB97M-V def2-TZVPD def2/J DEFGRID3
* xyz 0 1
C -0.47 -0.05 -1.67
C 0.34 0.11 -0.45
C -0.40 0.04 0.93
C -0.12 -0.97 1.79
C 1.00 1.29 -0.07
H 0.26 -0.45 -2.35
H -1.43 -0.64 -1.60
H -0.63 1.02 -1.98
H 1.14 -0.63 -0.35
H -1.21 0.71 1.22
H -0.73 -1.02 2.66
H 0.68 -1.69 1.58
N 1.56 2.27 0.28
*
```

2.
Entry from the OMol25 dataset: a structure of composition C5H7N at a distorted geometry (ωB97M-V/def2-TZVPD).

The calculation puts the electronic energy at -6785.65216 eV. The value obtained for the frontier orbital gap is 9.096 eV. The value obtained for the energy above the lowest of the compared OMol25 structures with the same formula, charge and spin is 65.96 kcal/mol.

ORCA input file:
```
! RIJCOSX wB97M-V def2-TZVPD def2/J DEFGRID3
* xyz 0 1
C -1.82 -0.47 -0.54
C -0.48 -0.04 0.01
C -0.31 0.70 1.15
N 1.58 0.76 1.10
C 1.80 0.19 -0.09
C 0.69 -0.33 -0.69
H -1.76 -1.50 -0.92
H -2.65 -0.42 0.17
H -2.08 0.18 -1.39
H -0.90 0.37 2.03
H 2.44 1.28 1.40
H 2.78 0.18 -0.58
H 0.70 -0.89 -1.61
*
```

3.
Entry from the OMol25 dataset: an isolated molecule of C5H7N at a distorted geometry (ωB97M-V/def2-TZVPD).

The calculation puts the electronic energy at -6783.90900 eV. The value obtained for the frontier orbital gap is 8.798 eV. The value obtained for the energy above the lowest of the compared OMol25 structures with the same formula, charge and spin is 106.16 kcal/mol. As for the structure (SMILES): C=C1C=CN1C.

ORCA input file:
```
! RIJCOSX wB97M-V def2-TZVPD def2/J DEFGRID3
* xyz 0 1
C 0.00 1.43 -1.40
C 0.73 0.28 -1.35
C -0.69 0.62 0.10
C -1.68 0.56 0.93
C 1.01 -1.25 0.64
N 0.38 -0.29 -0.15
H -0.53 2.06 -2.22
H 1.63 -0.11 -1.99
H -1.68 -0.21 1.68
H -2.49 1.33 0.99
H 0.33 -1.77 1.39
H 1.38 -2.05 -0.03
H 1.63 -0.60 1.40
*
```

4.
Entry from the OMol25 dataset: a structure of composition C5H7N (ωB97M-V/def2-TZVPD).

The calculation puts the electronic energy at -6783.29909 eV. The value obtained for the frontier orbital gap (alpha / beta) is 7.039 / 7.035 eV. The value obtained for the energy above the lowest of the compared OMol25 structures with the same formula, charge and spin is 120.23 kcal/mol.

ORCA input file:
```
! RIJCOSX wB97M-V def2-TZVPD def2/J DEFGRID3
* xyz 0 1
C -1.08 0.92 0.20
C -0.99 -0.59 0.05
C -0.15 0.59 -0.88
N 1.28 0.38 -0.78
C 1.43 -0.17 0.56
C 0.34 -1.08 0.20
H -0.73 1.33 1.14
H -2.03 1.32 -0.12
H -1.76 -1.18 -0.44
H -0.51 0.70 -1.89
H 1.23 0.50 1.41
H 2.39 -0.65 0.69
H 0.57 -2.09 -0.14
*
```

What is the formula in the second record?
C5H7N

Look up the electronic energy of the second one.
-6785.65216 eV